Model i:
The following is a DFT calculation (ωB97M-V with the def2-TZVPD basis set) of a molecular structure, C48H120N8O16.

```
192
C48H120N8O16 (ωB97M-V with the def2-TZVPD basis set)
C 0.28 3.32 2.04
O 0.17 4.53 2.89
C 0.64 4.30 4.17
C 0.88 5.70 4.90
N -0.44 6.34 5.15
C -0.37 7.62 5.76
C 0.53 8.65 5.05
O 0.15 8.61 3.66
C 1.10 9.29 2.78
H 1.32 3.10 1.77
H -0.15 3.65 1.10
H -0.35 2.48 2.29
H 1.56 3.72 4.25
H -0.18 3.80 4.68
H 1.61 6.26 4.32
H 1.27 5.47 5.90
H -0.84 5.71 5.84
H 0.02 7.61 6.78
H -1.37 8.06 5.71
H 1.58 8.40 5.24
H 0.29 9.64 5.43
H 2.08 8.84 2.89
H 1.24 10.31 3.12
H 0.84 9.31 1.72
C 1.35 -0.77 2.13
O 1.59 0.43 1.41
C 0.41 1.27 1.23
C -0.72 0.56 0.42
N -0.19 0.07 -0.86
C -1.17 -0.76 -1.65
C -1.60 -2.08 -0.96
O -0.44 -2.80 -0.52
C -0.66 -4.16 -0.18
H 0.82 -1.51 1.53
H 0.77 -0.68 3.05
H 2.29 -1.23 2.44
H 0.80 2.07 0.59
H 0.19 1.78 2.16
H -1.57 1.21 0.23
H -1.07 -0.19 1.13
H 0.48 -0.61 -0.52
H -0.83 -0.93 -2.67
H -2.10 -0.19 -1.69
H -2.07 -2.68 -1.73
H -2.36 -1.85 -0.22
H 0.24 -4.74 0.03
H -1.17 -4.73 -0.96
H -1.23 -4.11 0.75
C 2.92 -2.61 -0.47
O 2.95 -3.71 0.46
C 2.93 -3.38 1.86
C 2.41 -4.53 2.64
N 1.04 -4.91 2.23
C 0.58 -6.11 2.86
C -0.82 -6.40 2.36
O -0.76 -6.70 0.94
C -2.09 -6.84 0.40
H 2.07 -1.94 -0.42
H 2.78 -3.10 -1.44
H 3.86 -2.07 -0.42
H 2.21 -2.64 2.21
H 3.92 -3.05 2.19
H 2.42 -4.42 3.72
H 3.01 -5.40 2.39
H 0.97 -5.09 1.24
H 0.57 -6.04 3.95
H 1.12 -7.03 2.65
H -1.54 -5.62 2.62
H -1.13 -7.30 2.89
H -1.91 -7.20 -0.62
H -2.70 -5.94 0.45
H -2.71 -7.60 0.87
C 8.99 -0.82 1.45
O 7.76 -0.64 0.85
C 6.96 -1.85 0.94
C 5.75 -1.56 0.05
N 4.93 -0.51 0.63
C 3.77 -0.15 -0.16
C 3.09 1.03 0.50
O 4.04 2.10 0.41
C 3.44 3.42 0.63
H 8.86 -0.76 2.53
H 9.76 -0.08 1.21
H 9.42 -1.82 1.35
H 6.74 -1.95 2.00
H 7.53 -2.73 0.63
H 5.27 -2.54 0.05
H 6.13 -1.26 -0.93
H 5.54 0.29 0.76
H 3.09 -1.01 -0.16
H 3.86 0.04 -1.23
H 2.88 0.87 1.56
H 2.16 1.31 0.01
H 2.84 3.49 1.53
H 2.75 3.67 -0.18
H 4.22 4.17 0.72
C 1.04 -2.35 -1.79
O 0.93 -2.19 -3.20
C 2.06 -1.57 -3.78
C 1.83 -1.57 -5.31
N 1.68 -2.95 -5.84
C 1.15 -2.94 -7.22
C 2.07 -2.25 -8.23
O 1.62 -2.62 -9.49
C 2.13 -1.93 -10.65
H 1.21 -1.43 -1.24
H 1.91 -2.96 -1.57
H 0.14 -2.86 -1.44
H 2.92 -2.17 -3.47
H 2.14 -0.54 -3.43
H 2.65 -1.05 -5.81
H 0.92 -0.98 -5.28
H 1.03 -3.27 -5.13
H 0.19 -2.42 -7.30
H 0.90 -3.97 -7.49
H 3.13 -2.49 -8.10
H 2.06 -1.17 -8.05
H 2.21 -0.87 -10.39
H 1.46 -2.08 -11.50
H 3.13 -2.18 -10.99
C -7.28 -0.06 1.09
O -5.86 -0.12 1.01
C -5.33 0.84 0.22
C -3.86 0.63 -0.16
N -3.57 -0.05 -1.44
C -4.34 -1.31 -1.55
C -4.03 -1.96 -2.97
O -4.53 -3.30 -3.02
C -3.91 -4.10 -3.99
H -7.79 -0.80 1.71
H -7.73 -0.25 0.12
H -7.58 0.93 1.43
H -5.41 1.83 0.65
H -5.91 0.96 -0.70
H -3.35 0.02 0.59
H -3.41 1.62 -0.13
H -3.80 0.56 -2.20
H -5.40 -1.09 -1.44
H -4.02 -1.93 -0.71
H -2.97 -1.92 -3.19
H -4.51 -1.52 -3.84
H -4.05 -3.68 -4.98
H -4.43 -5.06 -3.96
H -2.85 -4.25 -3.80
C -2.83 1.65 2.46
O -2.72 0.24 2.28
C -3.94 -0.47 2.53
C -3.59 -1.93 2.28
N -2.70 -2.34 3.40
C -2.04 -3.63 3.13
C -1.18 -4.15 4.31
O -0.20 -3.20 4.76
C 0.92 -3.24 3.95
H -3.36 1.87 3.39
H -3.39 2.04 1.60
H -1.83 2.09 2.46
H -4.64 -0.12 1.77
H -4.33 -0.19 3.50
H -3.00 -1.94 1.36
H -4.47 -2.54 2.09
H -2.06 -1.62 3.70
H -1.44 -3.51 2.22
H -2.74 -4.44 2.92
H -0.74 -5.07 3.94
H -1.90 -4.34 5.11
H 1.63 -2.42 4.03
H 0.71 -3.31 2.88
H 1.56 -4.03 4.34
C -2.10 7.82 -3.88
O -1.83 6.60 -3.18
C -1.06 5.70 -4.03
C -0.46 4.49 -3.30
N -1.51 3.70 -2.66
C -0.98 2.58 -1.82
C -0.41 3.00 -0.46
O -1.29 3.84 0.28
C -2.39 3.16 0.80
H -2.87 8.24 -3.23
H -2.51 7.63 -4.87
H -1.16 8.37 -3.82
H -0.24 6.21 -4.53
H -1.61 5.31 -4.89
H 0.31 4.74 -2.57
H 0.11 4.01 -4.09
H -2.05 4.31 -2.06
H -0.14 2.11 -2.34
H -1.62 1.72 -1.64
H 0.46 3.64 -0.62
H -0.18 2.18 0.22
H -2.15 2.39 1.54
H -3.04 2.71 0.04
H -3.10 3.81 1.31
```

**Frontier orbital gap**: 0.265 hartree

Results of the Mulliken charge analysis, in e, for atoms 1 through 5: 1.113 -0.467 -0.446 -0.747 -0.227

---

Model ii:
The following is a DFT calculation (ωB97M-V with the def2-TZVPD basis set) of 8 unconnected molecules or ions with the total composition C48H120N8O16.

```
192
C48H120N8O16 (ωB97M-V with the def2-TZVPD basis set)
C 1.68 4.14 -2.58
O 1.12 4.14 -1.28
C -0.12 3.45 -1.27
C -0.71 3.41 0.13
N -0.87 4.69 0.77
C -1.06 4.60 2.20
C -1.32 5.95 2.83
O -1.49 5.82 4.22
C -1.56 7.09 4.84
H 0.95 4.48 -3.32
H 2.06 3.14 -2.84
H 2.52 4.83 -2.50
H 0.07 2.43 -1.62
H -0.83 3.87 -2.00
H -0.02 2.82 0.74
H -1.68 2.90 0.10
H -0.19 5.39 0.52
H -0.20 4.11 2.70
H -1.88 3.94 2.46
H -2.26 6.32 2.40
H -0.53 6.64 2.50
H -0.57 7.52 4.97
H -2.02 7.00 5.83
H -2.23 7.74 4.28
C -4.85 0.87 -0.24
O -5.05 0.59 1.13
C -6.38 0.75 1.60
C -6.30 0.81 3.12
N -5.64 -0.33 3.79
C -6.50 -1.52 3.63
C -5.66 -2.78 3.73
O -4.66 -2.74 2.74
C -3.98 -3.97 2.60
H -5.70 0.61 -0.88
H -3.97 0.29 -0.51
H -4.68 1.94 -0.41
H -6.98 -0.10 1.24
H -6.85 1.62 1.15
H -7.32 0.86 3.51
H -5.83 1.74 3.43
H -4.83 -0.63 3.24
H -6.93 -1.61 2.62
H -7.30 -1.57 4.36
H -6.30 -3.67 3.67
H -5.15 -2.92 4.70
H -3.22 -3.96 1.83
H -4.74 -4.76 2.50
H -3.43 -4.17 3.53
C -4.24 3.11 5.90
O -3.65 2.54 7.06
C -4.51 1.58 7.66
C -4.53 0.23 6.90
N -3.28 -0.46 7.26
C -3.07 -1.55 6.31
C -1.77 -2.32 6.53
O -0.75 -1.36 6.41
C 0.54 -1.93 6.55
H -5.17 3.62 6.18
H -4.40 2.39 5.10
H -3.56 3.88 5.52
H -5.53 1.97 7.76
H -4.18 1.48 8.70
H -4.50 0.45 5.84
H -5.42 -0.37 7.11
H -2.56 0.22 7.00
H -3.00 -1.22 5.26
H -3.96 -2.19 6.33
H -1.74 -3.15 5.81
H -1.76 -2.75 7.54
H 0.73 -2.71 5.80
H 0.59 -2.40 7.54
H 1.29 -1.15 6.48
C 6.75 -1.54 7.72
O 5.91 -0.85 6.82
C 4.95 -0.07 7.49
C 4.10 0.64 6.45
N 3.51 -0.31 5.52
C 2.75 0.36 4.48
C 2.28 -0.49 3.34
O 3.41 -0.79 2.52
C 3.17 -1.76 1.54
H 6.25 -2.12 8.50
H 7.39 -0.80 8.21
H 7.40 -2.20 7.14
H 5.39 0.67 8.17
H 4.30 -0.72 8.10
H 4.80 1.26 5.88
H 3.47 1.37 6.96
H 4.28 -0.82 5.10
H 3.18 1.30 4.10
H 1.83 0.70 4.98
H 1.44 -0.09 2.77
H 1.91 -1.45 3.73
H 4.12 -1.96 1.05
H 2.47 -1.37 0.79
H 2.70 -2.70 1.86
C -1.49 -3.90 -2.94
O -0.40 -3.57 -3.75
C 0.76 -4.34 -3.45
C 1.74 -4.12 -4.60
N 2.39 -2.83 -4.49
C 3.43 -2.58 -5.49
C 2.83 -2.43 -6.89
O 1.84 -1.41 -6.87
C 1.37 -1.13 -8.16
H -2.31 -3.22 -3.15
H -1.28 -3.85 -1.87
H -1.88 -4.91 -3.14
H 0.47 -5.39 -3.42
H 1.26 -3.97 -2.55
H 1.17 -4.25 -5.53
H 2.46 -4.94 -4.64
H 1.68 -2.11 -4.65
H 4.09 -3.44 -5.51
H 3.95 -1.65 -5.24
H 2.47 -3.39 -7.27
H 3.60 -2.13 -7.61
H 0.60 -1.82 -8.52
H 2.14 -1.10 -8.94
H 0.88 -0.15 -8.16
C -1.04 0.84 3.78
O -0.95 1.07 2.39
C -1.83 0.29 1.61
C -1.30 -1.08 1.23
N -0.15 -1.02 0.33
C -0.59 -0.88 -1.06
C 0.61 -0.97 -2.00
O 1.25 0.28 -2.02
C 2.29 0.38 -2.96
H -0.20 1.32 4.28
H -0.89 -0.22 4.04
H -2.00 1.22 4.12
H -2.05 0.90 0.73
H -2.78 0.17 2.14
H -2.12 -1.67 0.82
H -1.02 -1.66 2.13
H 0.38 -0.21 0.64
H -1.17 0.04 -1.22
H -1.27 -1.70 -1.26
H 0.27 -1.28 -2.99
H 1.31 -1.73 -1.62
H 2.70 1.39 -2.89
H 1.83 0.22 -3.95
H 3.09 -0.36 -2.85
C 0.82 1.35 -6.07
O -0.35 0.60 -5.88
C -0.47 0.09 -4.59
C -1.83 -0.54 -4.26
N -2.85 0.47 -3.93
C -4.15 -0.07 -3.59
C -4.80 -0.90 -4.67
O -4.96 -0.18 -5.88
C -5.03 -1.05 -6.98
H 0.66 2.41 -5.85
H 1.13 1.30 -7.11
H 1.67 1.04 -5.45
H -0.25 0.73 -3.73
H 0.20 -0.78 -4.46
H -1.64 -1.00 -3.28
H -2.13 -1.33 -4.94
H -2.94 1.16 -4.67
H -4.77 0.75 -3.19
H -4.07 -0.66 -2.67
H -5.82 -1.17 -4.34
H -4.27 -1.85 -4.82
H -5.66 -1.92 -6.76
H -4.03 -1.33 -7.32
H -5.46 -0.57 -7.86
C 7.78 -1.29 -1.86
O 7.61 -0.84 -3.17
C 7.23 -1.85 -4.08
C 7.28 -1.29 -5.49
N 6.14 -0.44 -5.85
C 5.79 0.59 -4.91
C 4.75 1.52 -5.50
O 5.31 2.24 -6.57
C 4.44 3.20 -7.11
H 6.98 -1.93 -1.49
H 7.90 -0.45 -1.17
H 8.74 -1.81 -1.78
H 6.23 -2.24 -3.86
H 7.93 -2.68 -3.94
H 7.32 -2.13 -6.19
H 8.20 -0.73 -5.67
H 6.35 -0.01 -6.74
H 6.66 1.18 -4.58
H 5.34 0.17 -4.01
H 4.45 2.22 -4.71
H 3.80 1.02 -5.74
H 3.68 2.74 -7.74
H 5.01 3.89 -7.74
H 3.95 3.74 -6.29
```

**SMILES string**: COCCNCCOC.COCCNCCOC.COCCNCCOC.COCCNCCOC.COCCNCCOC.COCCNCCOC.COCCNCCOC.COCCNCCOC
**Frontier orbital gap**: 0.315 hartree

Results of the Mulliken charge analysis, in e, for atoms 1 through 5: 0.012 -0.405 -0.095 0.030 -0.345

---

Least stable = model i

---

Model i:
The following is a DFT calculation (ωB97M-V with the def2-TZVPD basis set) of 2 unconnected molecules or ions with the total composition C6H11NO2.

```
20
C6H11NO2 (ωB97M-V with the def2-TZVPD basis set)
C 2.43 -0.39 1.13
C 1.69 0.20 0.20
C 1.75 1.66 -0.14
C 0.68 -0.61 -0.54
O 0.18 -0.24 -1.62
H 2.34 -1.45 1.34
H 3.10 0.17 1.77
H 1.04 2.22 0.46
H 2.74 2.06 0.05
H 1.50 1.80 -1.19
H 0.68 -1.68 -0.28
C -2.58 -0.46 -1.09
C -2.18 -0.90 0.26
N -1.19 -0.06 0.82
O -2.37 -1.99 0.76
H -1.52 -0.30 -1.63
H -3.24 -1.19 -1.56
H -3.03 0.53 -1.07
H -0.85 -0.30 1.74
H -1.19 0.92 0.57
```

**SMILES string**: C=C(C)C=O.CC(N)=O
**Frontier orbital gap**: 0.368 hartree

Results of the Mulliken charge analysis, in e, for atoms 1 through 5: -1.000 0.948 -1.277 0.102 -0.681

---

Model ii:
The following is a DFT calculation (ωB97M-V with the def2-TZVPD basis set) of C6H11NO2 in the gas phase.

```
20
C6H11NO2 (ωB97M-V with the def2-TZVPD basis set)
O -3.90 -0.15 0.12
N -3.07 -1.05 -0.01
O -1.99 -0.88 0.84
C -0.81 -0.73 0.02
C -0.84 0.75 -0.54
C 0.51 1.21 -1.17
C 1.55 0.88 0.08
C 1.65 -0.62 0.37
C 0.39 -1.03 0.97
H -0.79 -1.44 -0.80
H -1.17 1.47 0.26
H -1.42 0.66 -1.42
H 0.53 2.26 -1.38
H 0.57 0.57 -2.02
H 1.21 1.42 0.96
H 2.60 1.21 -0.19
H 2.41 -0.77 1.21
H 1.84 -1.24 -0.46
H 0.37 -0.46 1.92
H 0.36 -2.07 1.23
```

**SMILES string**: O=NOC1CCCCC1
**Frontier orbital gap**: 0.369 hartree

Results of the Mulliken charge analysis, in e, for atoms 1 through 5: -0.287 -0.014 -0.139 0.440 -0.881

---

Least stable = model ii

---

Model i:
The following is a DFT calculation (ωB97M-V with the def2-TZVPD basis set) of C6H11NO2 in the gas phase.

```
20
C6H11NO2 (ωB97M-V with the def2-TZVPD basis set)
C -1.24 -1.38 -0.50
C -0.87 0.55 0.71
C 0.63 0.40 0.17
C -2.04 -2.15 -1.45
C 1.04 1.60 -0.56
C 1.62 0.08 1.37
N 0.63 -0.71 -0.85
O 1.59 -1.45 -1.03
O -1.73 -0.17 -0.15
H -0.85 0.29 1.81
H -1.31 1.49 0.56
H -2.74 -1.61 -2.07
H -2.85 -2.66 -0.82
H -1.52 -2.84 -2.07
H 0.56 1.62 -1.42
H 2.14 1.50 -0.63
H 0.65 2.50 -0.19
H 2.64 0.14 1.10
H 1.33 -0.96 1.76
H 1.63 0.85 2.01
```

**Frontier orbital gap (spin up / spin down)**: 0.285 / 0.295 hartree

Results of the Mulliken charge analysis, in e, for atoms 1 through 5: 0.300 -0.675 1.699 -1.144 -2.035

---

Model ii:
The following is a DFT calculation (ωB97M-V with the def2-TZVPD basis set) of 3 unconnected molecules or ions with the total composition C6H11NO2.

```
20
C6H11NO2 (ωB97M-V with the def2-TZVPD basis set)
C -2.00 -1.66 0.92
C -1.65 -0.77 -0.01
C -0.27 -0.90 -0.49
C 0.48 -0.86 -1.63
C 1.85 -1.07 -1.29
C 1.95 -1.03 0.10
N 0.68 -0.90 0.57
H -1.52 -2.62 1.29
H -2.86 -1.58 1.55
H -2.12 0.24 -0.04
H 0.10 -0.74 -2.64
H 2.72 -1.25 -1.88
H 2.80 -0.97 0.78
H 0.37 -1.12 1.51
O 0.80 2.08 1.64
H 0.59 2.83 1.07
H 0.68 1.31 1.08
O -1.38 3.15 -0.61
H -0.66 2.57 -0.36
H -1.95 3.41 0.12
```

**SMILES string**: C=Cc1ccc[nH]1.O.O
**Frontier orbital gap**: 0.334 hartree

Results of the Mulliken charge analysis, in e, for atoms 1 through 5: -0.734 -0.239 0.083 -0.434 -0.473

---

Least stable = model i

---

Model i:
The following is a DFT calculation (ωB97M-V with the def2-TZVPD basis set) of 2 unconnected molecules or ions with the total composition CHF2O3S.

```
8
CHF2O3S (ωB97M-V with the def2-TZVPD basis set)
C 0.13 -0.07 -1.40
O 1.13 0.00 2.32
O -1.27 -0.43 1.89
O 0.12 1.05 0.31
F 0.84 -1.16 -1.26
F -1.16 -0.52 -1.49
S -0.12 0.53 1.79
H 0.34 0.60 -2.16
```

**Net charge**: -1
**Frontier orbital gap (spin up / spin down)**: 0.273 / 0.252 hartree

Results of the Mulliken charge analysis, in e, for atoms 1 through 5: 0.337 -0.529 -0.575 -0.458 -0.177

---

Model ii:
The following is a DFT calculation (ωB97M-V with the def2-TZVPD basis set) of a gas-phase ion, CHF2O3S (charge -1).

```
8
CHF2O3S (ωB97M-V with the def2-TZVPD basis set)
C -0.27 -0.08 0.97
O -0.60 0.64 -1.56
O 1.02 -0.97 -2.30
O 0.92 -0.09 0.40
F -0.34 -0.96 2.05
F -0.36 1.11 1.75
S 0.79 0.31 -1.53
H -1.17 0.04 0.21
```

**Net charge**: -1
**Frontier orbital gap**: 0.339 hartree

Results of the Mulliken charge analysis, in e, for atoms 1 through 5: 0.481 -0.563 -0.576 -0.521 -0.289

---

Least stable = model i